Entry 1:
{"formula": "C29H67N7O22", "method": "ωB97M-V/def2-TZVPD", "e_lumo_ev": -0.30, "multiplicity": 1, "charge": 0, "homo_lumo_gap_ev": 8.958, "smiles": "C[N+](=O)[O-].C[N+](=O)[O-].C[N+](=O)[O-].C[N+](=O)[O-].C[N+](=O)[O-].C[N+](=O)[O-].C[N+](=O)[O-].c1ccccc1.COCCOC.COCCOC.COCCOC.COCCOC", "symbols": ["C", "N", "O", "O", "H", "H", "H", "C", "N", "O", "O", "H", "H", "H", "C", "N", "O", "O", "H", "H", "H", "C", "N", "O", "O", "H", "H", "H", "C", "N", "O", "O", "H", "H", "H", "C", "N", "O", "O", "H", "H", "H", "C", "N", "O", "O", "H", "H", "H", "C", "C", "C", "C", "C", "C", "H", "H", "H", "H", "H", "H", "C", "O", "C", "C", "O", "C", "H", "H", "H", "H", "H", "H", "H", "H", "H", "H", "C", "O", "C", "C", "O", "C", "H", "H", "H", "H", "H", "H", "H", "H", "H", "H", "C", "O", "C", "C", "O", "C", "H", "H", "H", "H", "H", "H", "H", "H", "H", "H", "C", "O", "C", "C", "O", "C", "H", "H", "H", "H", "H", "H", "H", "H", "H", "H"], "positions_angstrom": [[-0.001, 7.042, -0.990], [0.843, 8.096, -0.505], [1.920, 8.239, -1.056], [0.432, 8.819, 0.392], [-0.851, 6.791, -0.356], [0.542, 6.159, -1.327], [-0.546, 7.415, -1.857], [8.805, 2.025, 9.050], [7.910, 3.182, 9.142], [8.401, 4.243, 9.249], [6.683, 3.058, 8.930], [8.436, 1.192, 8.451], [8.820, 1.673, 10.081], [9.725, 2.279, 8.524], [-2.113, -4.426, -7.525], [-1.916, -5.925, -7.756], [-2.845, -6.600, -7.328], [-0.969, -6.353, -8.400], [-1.209, -3.818, -7.479], [-2.805, -4.281, -6.695], [-2.605, -4.013, -8.405], [6.911, 3.555, -4.418], [7.838, 4.087, -3.349], [7.640, 5.262, -3.143], [8.690, 3.380, -2.880], [7.317, 3.899, -5.369], [5.861, 3.846, -4.445], [6.755, 2.476, -4.429], [7.043, -4.843, 4.193], [5.956, -4.965, 5.195], [6.271, -5.088, 6.405], [4.759, -4.927, 4.739], [7.981, -5.170, 4.641], [7.185, -3.775, 4.026], [6.705, -5.272, 3.250], [13.496, 1.134, 1.530], [12.503, 0.109, 1.881], [11.405, 0.519, 2.321], [12.823, -1.030, 1.795], [13.444, 1.864, 2.338], [13.272, 1.678, 0.612], [14.474, 0.665, 1.421], [2.317, -8.723, -1.362], [1.900, -7.427, -1.989], [2.604, -6.444, -1.764], [0.901, -7.284, -2.629], [3.154, -9.084, -1.959], [1.487, -9.417, -1.490], [2.479, -8.447, -0.320], [-3.436, -7.799, 4.235], [-2.793, -6.691, 3.690], [-2.880, -6.359, 2.342], [-3.734, -7.123, 1.591], [-4.489, -8.186, 2.149], [-4.369, -8.485, 3.495], [-3.304, -8.135, 5.253], [-2.019, -6.245, 4.296], [-2.203, -5.634, 1.916], [-3.729, -6.934, 0.527], [-5.131, -8.742, 1.482], [-5.000, -9.257, 3.910], [0.727, 1.305, -0.278], [2.041, 1.736, 0.231], [2.474, 1.266, 1.533], [3.618, 2.176, 2.145], [3.103, 3.426, 2.655], [4.204, 4.326, 2.732], [0.500, 1.797, -1.224], [-0.003, 1.675, 0.441], [0.584, 0.238, -0.446], [2.810, 0.231, 1.472], [1.530, 1.211, 2.074], [4.305, 2.406, 1.331], [4.123, 1.606, 2.925], [4.461, 4.949, 1.875], [5.048, 3.968, 3.321], [3.702, 5.014, 3.412], [-2.665, 1.271, -8.868], [-1.303, 1.148, -8.577], [-0.550, 2.278, -8.889], [0.923, 1.904, -9.089], [1.015, 1.031, -10.161], [2.358, 0.933, -10.601], [-3.172, 2.234, -8.803], [-3.245, 0.406, -8.544], [-2.687, 1.199, -9.955], [-0.689, 2.967, -8.056], [-0.965, 2.739, -9.785], [1.254, 1.488, -8.137], [1.517, 2.791, -9.311], [2.653, 1.922, -10.951], [2.494, 0.226, -11.420], [3.000, 0.602, -9.785], [-8.779, 3.711, 6.789], [-8.208, 4.506, 5.761], [-6.786, 4.426, 5.872], [-6.335, 5.269, 4.716], [-4.958, 5.115, 4.456], [-4.113, 5.603, 5.479], [-9.822, 3.615, 6.487], [-8.795, 4.232, 7.746], [-8.395, 2.696, 6.888], [-6.475, 3.388, 5.988], [-6.561, 5.014, 6.761], [-6.503, 6.299, 5.031], [-7.012, 5.160, 3.868], [-4.292, 6.671, 5.605], [-3.063, 5.407, 5.262], [-4.268, 5.146, 6.456], [-10.161, -2.374, -2.451], [-9.947, -0.940, -2.455], [-8.782, -0.438, -1.817], [-8.549, -0.609, -0.222], [-8.788, -1.915, 0.255], [-8.743, -2.244, 1.655], [-11.157, -2.727, -2.717], [-10.094, -2.706, -1.415], [-9.431, -2.970, -2.999], [-8.795, 0.627, -2.049], [-7.920, -0.920, -2.278], [-9.287, -0.003, 0.303], [-7.501, -0.385, -0.021], [-9.456, -1.516, 2.043], [-7.781, -2.144, 2.158], [-9.147, -3.251, 1.758]]}

Entry 2:
{"formula": "C4H9NO", "method": "ωB97M-V/def2-TZVPD", "e_lumo_ev": [0.85, 0.85], "multiplicity": 1, "de_lowest_kcal_mol": 132.8, "charge": 0, "homo_lumo_gap_ev": [8.392, 8.393], "symbols": ["C", "N", "C", "C", "C", "O", "H", "H", "H", "H", "H", "H", "H", "H", "H"], "positions_angstrom": [[1.480, 0.806, 0.221], [0.261, 0.475, 0.038], [-0.942, 0.655, -0.500], [-0.786, -0.418, 0.502], [-0.568, -1.880, 0.171], [-0.024, -2.073, -1.102], [1.963, 1.484, -0.472], [0.125, 3.443, 0.137], [2.020, 0.369, 1.053], [-0.484, 2.991, 0.002], [-1.194, 0.680, -1.550], [-1.153, -0.234, 1.511], [-1.541, -2.374, 0.169], [0.043, -2.352, 0.959], [0.800, -1.571, -1.140]]}

Entry 3:
{"formula": "C5H6BrF", "method": "ωB97M-V/def2-TZVPD", "e_lumo_ev": -0.85, "multiplicity": 1, "de_lowest_kcal_mol": 118.9, "charge": 0, "homo_lumo_gap_ev": 7.996, "symbols": ["C", "C", "C", "C", "C", "F", "Br", "H", "H", "H", "H", "H", "H"], "positions_angstrom": [[-1.685, 0.661, -1.327], [-0.625, -0.033, 1.883], [-0.708, 1.161, -0.298], [0.105, 0.122, 0.567], [0.145, -1.291, -0.101], [-2.161, 1.689, -2.008], [0.420, -0.312, 3.396], [-0.096, 1.971, -0.829], [-1.443, 1.745, 0.455], [1.076, 0.508, 0.626], [0.474, -0.965, -1.162], [-0.897, -1.676, -0.046], [0.856, -2.078, 0.317]]}

Entry 4:
{"formula": "C28H55O2Si4Zr", "method": "ωB97M-V/def2-TZVPD", "e_lumo_ev": -4.56, "multiplicity": 1, "de_lowest_kcal_mol": 82.2, "charge": 1, "homo_lumo_gap_ev": 5.458, "symbols": ["O", "C", "C", "H", "H", "C", "H", "H", "C", "H", "H", "H", "C", "H", "H", "H", "Zr", "C", "C", "C", "H", "C", "C", "H", "H", "H", "H", "C", "C", "C", "H", "C", "C", "H", "H", "H", "H", "O", "C", "C", "H", "H", "C", "H", "H", "C", "H", "H", "H", "H", "C", "Si", "C", "C", "Si", "Si", "C", "C", "C", "Si", "C", "C", "C", "H", "H", "H", "H", "H", "H", "H", "H", "H", "H", "H", "H", "H", "H", "H", "H", "H", "H", "H", "H", "H", "H", "H", "H", "H", "H", "H"], "positions_angstrom": [[-0.124, -1.661, -4.586], [0.627, -0.571, -5.264], [0.781, -1.375, -6.555], [1.579, -0.370, -4.759], [-0.011, 0.326, -5.299], [0.106, -2.525, -5.736], [1.813, -1.532, -6.854], [0.121, -1.045, -7.366], [1.039, -3.711, -5.498], [2.095, -3.380, -5.461], [0.917, -4.399, -6.349], [0.754, -4.255, -4.578], [-1.251, -2.936, -6.250], [-1.856, -2.025, -6.273], [-1.670, -3.633, -5.517], [-1.191, -3.412, -7.234], [-1.440, -1.549, -0.355], [-2.925, -2.249, 1.262], [-3.171, -0.815, 1.091], [-3.716, -0.620, -0.224], [-3.066, -0.039, 1.866], [-3.768, -1.890, -0.900], [-3.314, -2.907, 0.025], [-3.317, -3.984, -0.164], [-2.647, -2.710, 2.209], [-4.165, 0.308, -0.572], [-4.190, -2.063, -1.896], [0.623, -2.758, -0.153], [-0.344, -3.624, -0.819], [-0.692, -3.020, -2.066], [-0.675, -4.599, -0.465], [0.026, -1.769, -2.140], [0.871, -1.634, -1.015], [1.602, -0.840, -0.907], [1.190, -2.917, 0.767], [-1.364, -3.416, -2.832], [0.125, -1.076, -2.948], [0.450, 3.036, -0.987], [-0.190, 2.175, -1.967], [-1.047, 3.029, -2.925], [-0.746, 1.393, -1.381], [0.603, 1.651, -2.533], [-0.682, 4.475, -2.523], [-2.130, 2.784, -2.877], [-0.702, 2.870, -3.953], [-0.058, 4.371, -1.118], [-1.518, 5.184, -2.529], [0.104, 4.781, -3.245], [-0.796, 4.661, -0.322], [0.814, 5.027, -0.942], [1.650, 3.458, 1.492], [0.167, 2.599, 2.304], [0.248, 3.240, 4.087], [-1.531, 3.121, 1.660], [0.357, 0.290, 2.016], [2.681, 0.161, 2.626], [3.246, 1.263, 4.057], [3.007, -1.595, 3.202], [3.794, 0.599, 1.187], [-0.475, -0.440, 4.049], [0.393, -0.008, 5.685], [-2.209, 0.208, 4.399], [-0.353, -2.305, 3.829], [1.368, 4.490, 1.243], [1.931, 2.964, 0.553], [2.533, 3.497, 2.140], [0.000, 4.313, 4.049], [-0.475, 2.756, 4.751], [1.251, 3.147, 4.521], [-1.728, 2.710, 0.660], [-2.338, 2.793, 2.327], [-1.583, 4.217, 1.584], [2.706, 1.096, 4.995], [4.294, 0.976, 4.218], [3.223, 2.332, 3.822], [2.997, -2.302, 2.366], [4.004, -1.622, 3.665], [2.285, -1.930, 3.950], [3.305, 0.478, 0.216], [4.159, 1.629, 1.266], [4.661, -0.074, 1.229], [0.433, 1.073, 5.869], [-0.206, -0.463, 6.491], [1.408, -0.416, 5.747], [-2.986, -0.245, 3.767], [-2.445, -0.010, 5.455], [-2.240, 1.301, 4.268], [-0.238, -2.581, 2.770], [0.506, -2.708, 4.383], [-1.270, -2.775, 4.217]]}

Entry 5:
{"formula": "CH10N3", "method": "ωB97M-V/def2-TZVPD", "e_lumo_ev": -3.36, "multiplicity": 1, "de_lowest_kcal_mol": 4.4, "charge": 1, "homo_lumo_gap_ev": 10.526, "symbols": ["N", "H", "H", "H", "H", "N", "C", "N", "H", "H", "H", "H", "H", "H"], "positions_angstrom": [[0.694, 1.212, 1.466], [1.628, 1.597, 1.369], [0.431, 0.693, 0.549], [0.071, 1.978, 1.711], [0.687, 0.561, 2.244], [-1.341, -0.649, 0.036], [-0.509, -0.801, -1.121], [0.790, -0.106, -0.918], [-2.290, -0.365, -0.146], [-1.411, -1.417, 0.683], [-1.005, -0.472, -2.027], [-0.315, -1.855, -1.333], [1.525, -0.774, -0.748], [1.046, 0.398, -1.764]]}

Entry 6:
{"formula": "C24H58BeP2Si4Te", "method": "ωB97M-V/def2-TZVPD", "e_lumo_ev": [0.27, 0.27], "multiplicity": 1, "de_lowest_kcal_mol": 44.0, "charge": 0, "homo_lumo_gap_ev": [5.147, 5.470], "symbols": ["P", "P", "C", "C", "H", "H", "H", "H", "C", "H", "H", "H", "C", "H", "H", "H", "C", "H", "H", "H", "C", "H", "H", "H", "Be", "C", "C", "C", "C", "C", "C", "C", "C", "C", "H", "H", "H", "H", "H", "H", "H", "H", "H", "H", "H", "H", "H", "H", "H", "C", "Si", "C", "C", "Si", "Te", "Si", "C", "C", "C", "Si", "C", "C", "C", "H", "H", "H", "H", "H", "H", "H", "H", "H", "H", "H", "H", "H", "H", "H", "H", "H", "H", "H", "H", "H", "H", "H", "H", "H", "H", "H"], "positions_angstrom": [[-4.243, 3.168, 1.078], [-5.418, 0.094, -1.019], [-5.726, 2.814, -0.039], [-6.300, 1.519, -0.207], [-5.593, 3.380, -0.974], [-6.449, 3.442, 0.503], [-6.650, 1.065, 0.720], [-7.180, 1.551, -0.857], [-5.626, 0.546, -2.788], [-5.028, -0.113, -3.449], [-5.389, 1.592, -3.061], [-6.688, 0.353, -3.020], [-6.489, -1.250, -0.903], [-7.362, -0.863, -1.497], [-6.735, -1.371, 0.179], [-6.012, -2.141, -1.384], [-4.332, 4.937, 0.754], [-3.466, 5.467, 1.259], [-5.311, 5.239, 1.223], [-4.356, 5.157, -0.351], [-4.842, 3.015, 2.719], [-5.402, 2.077, 2.853], [-5.509, 3.892, 2.764], [-3.995, 3.132, 3.414], [-2.549, -0.892, 2.869], [-3.346, -0.471, -1.303], [-2.679, 0.470, -2.129], [-2.897, 1.905, -1.683], [-1.754, 2.465, -0.890], [-2.171, 3.130, 0.376], [-2.378, 2.196, 1.368], [-2.889, 0.693, 1.086], [-2.635, -0.524, 0.186], [1.446, 1.338, 1.262], [-3.758, -1.492, -1.554], [-2.347, 0.212, -3.132], [-3.648, 1.770, -0.933], [-3.353, 2.644, -2.388], [-0.939, 1.774, -0.637], [-1.308, 3.267, -1.448], [-1.933, 4.133, 0.638], [-2.323, 2.386, 2.445], [-3.764, 1.023, 0.521], [-3.572, 0.392, 1.995], [-1.618, -0.966, -0.178], [-3.114, -1.402, 0.669], [2.200, 1.175, 2.034], [0.470, 1.602, 1.687], [1.771, 2.084, 0.531], [4.496, 0.583, -2.534], [5.124, 0.086, -0.825], [6.872, -0.632, -0.975], [5.198, 1.618, 0.274], [3.540, -1.454, 0.050], [1.144, -0.519, 0.204], [3.702, -3.409, -1.304], [5.433, -4.178, -1.343], [2.469, -4.664, -0.621], [3.182, -2.919, -3.052], [4.303, -2.089, 2.201], [6.028, -2.873, 2.190], [4.342, -0.560, 3.298], [3.046, -3.329, 2.862], [4.937, 1.551, -2.816], [3.405, 0.698, -2.537], [4.765, -0.151, -3.305], [7.561, 0.171, -1.283], [7.250, -1.036, -0.028], [6.938, -1.424, -1.732], [4.202, 1.939, 0.608], [5.821, 1.458, 1.165], [5.640, 2.450, -0.297], [5.768, -4.516, -0.353], [5.421, -5.061, -2.001], [6.195, -3.492, -1.736], [1.539, -4.170, -0.308], [2.214, -5.393, -1.404], [2.868, -5.215, 0.240], [2.331, -2.227, -3.028], [3.996, -2.439, -3.611], [2.869, -3.815, -3.608], [6.766, -2.278, 1.638], [6.383, -2.952, 3.229], [6.025, -3.886, 1.767], [3.327, -0.191, 3.509], [4.809, -0.820, 4.263], [4.922, 0.266, 2.861], [2.019, -3.002, 2.652], [3.181, -4.331, 2.431], [3.159, -3.410, 3.954]]}

Entry 7:
{"formula": "C31H37ClN9O6STi", "method": "ωB97M-V/def2-TZVPD", "e_lumo_ev": [2.25, 2.25], "multiplicity": 1, "de_lowest_kcal_mol": 3.8, "charge": -1, "homo_lumo_gap_ev": [5.266, 5.248], "symbols": ["Ti", "C", "C", "N", "C", "S", "N", "N", "C", "C", "C", "C", "C", "C", "C", "N", "H", "H", "H", "H", "H", "H", "H", "H", "H", "H", "H", "H", "H", "C", "N", "C", "C", "O", "C", "O", "C", "C", "O", "N", "C", "C", "H", "H", "H", "H", "H", "H", "H", "H", "H", "H", "H", "H", "H", "H", "H", "H", "N", "C", "C", "C", "N", "C", "N", "C", "C", "C", "C", "Cl", "C", "C", "C", "O", "C", "C", "O", "O", "H", "H", "H", "H", "H", "H", "H", "H"], "positions_angstrom": [[-0.453, 0.078, -0.401], [5.033, -2.527, 0.249], [4.242, -1.998, 1.440], [2.841, -2.372, 1.422], [1.964, -1.754, 0.528], [2.212, -0.113, 0.038], [0.975, -2.497, 0.135], [0.060, -1.807, -0.647], [-0.671, -2.556, -1.523], [-0.533, -4.044, -1.640], [-1.522, -1.803, -2.307], [-2.574, -2.364, -3.102], [-3.426, -1.551, -3.765], [-3.259, -0.128, -3.641], [-2.273, 0.361, -2.856], [-1.372, -0.429, -2.179], [6.080, -2.218, 0.301], [5.005, -3.619, 0.212], [4.610, -2.144, -0.681], [4.677, -2.349, 2.379], [4.280, -0.909, 1.452], [2.663, -3.368, 1.438], [0.294, -4.389, -1.027], [-1.436, -4.561, -1.301], [-0.350, -4.344, -2.675], [-2.689, -3.439, -3.134], [-4.240, -1.959, -4.350], [-3.919, 0.559, -4.154], [-2.130, 1.428, -2.730], [0.654, 5.453, -0.772], [1.117, 4.476, 0.197], [2.506, 4.536, 0.617], [0.312, 3.622, 0.877], [0.728, 2.973, 1.826], [-1.148, 3.506, 0.449], [-1.717, 2.246, 0.755], [-1.840, 1.909, 2.120], [-0.928, 0.747, 2.474], [-0.300, 0.158, 1.580], [-0.834, 0.350, 3.739], [-0.140, -0.902, 4.040], [-1.715, 0.852, 4.787], [0.461, 6.425, -0.306], [-0.239, 5.115, -1.287], [1.421, 5.585, -1.534], [2.643, 5.165, 1.502], [3.093, 4.950, -0.203], [2.856, 3.534, 0.855], [-1.263, 3.598, -0.627], [-1.716, 4.312, 0.936], [-2.871, 1.587, 2.301], [-1.611, 2.757, 2.765], [0.586, -1.118, 3.262], [-0.866, -1.714, 4.109], [0.369, -0.788, 4.997], [-1.930, 1.908, 4.643], [-1.200, 0.749, 5.741], [-2.643, 0.278, 4.822], [-2.435, -0.461, 0.223], [-3.180, -1.122, 0.816], [-4.100, -1.875, 1.535], [-4.979, -2.788, 0.898], [-5.698, -3.526, 0.379], [-4.105, -1.700, 2.940], [-4.080, -1.503, 4.079], [3.972, -0.017, -3.391], [2.671, -0.255, -4.101], [2.263, -1.545, -4.424], [1.031, -1.764, -5.012], [0.544, -3.405, -5.377], [0.172, -0.722, -5.302], [0.572, 0.569, -4.992], [1.804, 0.794, -4.403], [2.161, 2.094, -4.066], [1.929, 2.320, -2.683], [0.446, 2.407, -2.315], [-0.336, 3.152, -2.877], [0.159, 1.648, -1.305], [4.699, -0.789, -3.646], [3.826, -0.041, -2.307], [4.387, 0.958, -3.647], [2.904, -2.386, -4.195], [-0.804, -0.911, -5.727], [-0.080, 1.411, -5.182], [2.402, 3.272, -2.422], [2.379, 1.521, -2.093]]}